i | A cluster of 2 separate species, C4H13N2 in total. Source: the OMol25 dataset; level of theory: the ωB97M-V functional and the def2-TZVPD basis.

Each line ends with the Löwdin spin population.
Cartesian coordinates (Å):
N: -0.67760 0.39610 -1.25792  -0.018
C: 0.02109 1.39167 -1.94045  0.007
C: 0.87789 2.22860 -0.99843  0.026
N: -0.49647 -1.56620 0.74393  0.677
C: -1.18788 -0.68627 1.64501  0.091
C: 0.76866 -2.13896 1.20010  0.082
H: -0.51440 -1.11314 -0.20786  0.009
H: -1.52474 0.04648 -1.73174  0.001
H: 1.48513 2.93394 -1.53812  0.002
H: -0.64323 2.04501 -2.52309  -0.015
H: 0.78047 0.84879 -2.55658  0.008
H: 1.76263 1.66185 -0.57166  -0.001
H: 0.35343 2.52190 -0.10709  0.002
H: -0.59406 0.21308 1.89842  0.050
H: -1.33330 -1.17467 2.61726  0.012
H: -2.20001 -0.38132 1.37114  0.005
H: 0.73285 -3.17580 0.83893  0.034
H: 0.71105 -2.37167 2.26772  0.000
H: 1.67849 -1.67941 0.85042  0.028

## Properties
2S+1   2
Frontier orbital gap (alpha / beta)   6.6 / 7.5 eV
HOMO level (alpha / beta)   -0.74774 / -0.78511 Eh
Net charge   +2


ii | The ion C4H13N2 with charge +2. Source: the OMol25 dataset; level of theory: the ωB97M-V functional and the def2-TZVPD basis.

Each line ends with the Löwdin spin population.
Cartesian coordinates (Å):
C: -1.54529 1.13120 1.49302  0.200
C: -0.23159 0.36445 0.81910  0.168
C: -0.35758 0.62705 -0.74409  0.055
C: 0.59643 -0.16740 -1.73563  0.020
N: 1.75912 -0.89884 -1.08274  0.012
N: -0.09131 -0.96209 1.16933  0.474
H: -1.29515 2.12837 1.83039  0.016
H: -1.71293 0.50569 2.36878  0.002
H: -2.38215 1.07464 0.81959  0.007
H: 0.64383 0.89910 1.18747  0.005
H: -0.40232 1.66877 -1.00059  0.000
H: -1.34970 0.17347 -0.81271  0.000
H: 0.03340 -0.99288 -2.16028  0.002
H: 1.02474 0.58965 -2.39377  0.003
H: 1.95383 -1.70705 -1.67349  0.000
H: 1.45365 -1.32056 -0.23519  0.006
H: 2.67533 -0.44512 -1.13638  0.000
H: -0.95636 -1.53304 1.14648  0.015
H: 0.18406 -1.13543 2.14072  0.014

## Properties
2S+1   2
Frontier orbital gap (alpha / beta)   13.3 / 7.8 eV
HOMO level (alpha / beta)   -0.76234 / -0.77757 Eh
Net charge   +2


Verdict on stability: i comes out at the bottom.


i | A cluster of 2 separate species, C4H5ClN2 in total. Source: the OMol25 dataset; level of theory: the ωB97M-V functional and the def2-TZVPD basis.

Each line ends with the natural charge from an NBO analysis.
Cartesian coordinates (Å):
C: 1.14711 0.46081 -0.28945  -0.211
C: 0.60576 -0.40598 -1.30994  -0.226
C: 0.24350 0.51912 0.71490  -0.071
C: -0.59657 -0.84108 -0.87653  -0.054
N: -0.84004 -0.27571 0.37147  -0.093
N: -1.90611 -0.50596 1.01604  -0.197
Cl: -0.88102 -2.07290 3.24621  -0.478
H: 2.09867 0.95114 -0.33672  0.237
H: 1.08398 -0.64771 -2.23801  0.238
H: 0.27027 1.03699 1.65358  0.236
H: -1.32528 -1.49407 -1.31093  0.242
H: -1.94231 -0.05485 1.92994  0.377

## Properties
Frontier orbital gap (alpha / beta)   7.8 / 5.5 eV
HOMO level (alpha / beta)   -0.35996 / -0.31147 Eh


ii | The molecule C4H5ClN2. Source: the OMol25 dataset; level of theory: the ωB97M-V functional and the def2-TZVPD basis.

Each line ends with the natural charge from an NBO analysis.
Cartesian coordinates (Å):
C: 0.67296 0.10680 0.40064  0.102
C: 1.96060 -0.29326 0.22706  -0.007
C: 0.59928 -2.10254 -0.42694  -0.064
C: -0.06504 1.37852 0.55967  -0.668
N: 0.18396 -1.24756 0.67365  -0.257
N: 1.59421 -1.65746 0.49035  -0.263
Cl: 3.30631 0.66375 -0.13009  0.063
H: 0.37828 -3.13040 -0.36292  0.206
H: 0.64747 -1.70691 -1.50289  0.190
H: -0.67776 1.69638 -0.26366  0.228
H: -0.60031 1.34836 1.47712  0.233
H: 0.56469 2.19013 0.49324  0.236

## Properties
Structure (SMILES)   Cc1c(Cl)n2n1C2
Frontier orbital gap   9.6 eV
HOMO level   -0.32232 Eh


Verdict on stability: ii comes out at the bottom.


i | A cluster of 2 separate species, C6H13NO3 in total. Source: the OMol25 dataset; level of theory: the ωB97M-V functional and the def2-TZVPD basis.

Each line ends with the natural charge from an NBO analysis.
Cartesian coordinates (Å):
C: -2.89422 0.28507 -0.10089  -0.628
C: -1.51512 0.01921 0.48324  0.104
O: -1.57752 -0.33628 1.86105  -0.713
C: -0.76315 -1.02688 -0.31398  -0.264
C: 0.04518 -0.62367 -1.51775  -0.426
C: 0.73422 -1.08246 -0.26056  -0.054
N: 1.42024 -0.13971 0.57781  -0.621
C: 2.07654 -0.52833 1.72813  0.538
O: 2.32741 -1.68797 2.01641  -0.600
H: -3.41197 1.06568 0.47222  0.221
H: -2.80444 0.62071 -1.14359  0.216
H: -3.50372 -0.63118 -0.08599  0.203
H: -0.94621 0.95988 0.47040  0.161
H: -2.09730 -1.14056 1.95820  0.465
H: -1.26304 -1.99865 -0.35649  0.216
H: 0.07085 -1.28946 -2.38004  0.232
H: 0.09413 0.44070 -1.75413  0.205
H: 1.19489 -2.07239 -0.28857  0.244
H: 2.55312 2.15688 -1.38491  0.463
H: 2.17768 0.29291 2.46483  0.118
H: 1.16210 0.83626 0.46526  0.385
O: 3.46254 2.47728 -1.58929  -0.930
H: 3.45780 3.40297 -1.32138  0.468

## Properties
Structure (SMILES)   C[C@@H](O)[C@H]1C[C@H]1NC=O.O
Frontier orbital gap   9.7 eV
HOMO level   -0.34155 Eh


ii | The molecule C6H13NO3. Source: the OMol25 dataset; level of theory: the ωB97M-V functional and the def2-TZVPD basis.

Each line ends with the natural charge from an NBO analysis.
Cartesian coordinates (Å):
C: 1.82014 -1.55014 -1.69390  -0.252
O: 0.62046 -0.85379 -1.47822  -0.533
C: 0.74378 0.38824 -0.82924  0.116
C: -0.65171 1.01103 -0.71556  -0.241
N: -1.34877 0.47519 0.44234  -0.661
C: -2.72740 0.07083 0.22557  -0.404
C: 0.38399 -0.45554 1.50629  0.840
O: 0.32710 -1.65973 1.62604  -0.560
C: 1.33158 0.29228 0.59168  -0.565
H: 1.59933 -2.38201 -2.37302  0.200
H: 2.57751 -0.90043 -2.16718  0.161
H: 2.20447 -1.97105 -0.74932  0.177
H: 1.39754 1.04230 -1.43296  0.172
H: -0.55339 2.09876 -0.59671  0.187
H: -1.17863 0.82528 -1.66868  0.220
H: -2.78567 -0.75245 -0.49820  0.198
H: -3.13371 -0.31168 1.17072  0.210
H: -3.34120 0.91086 -0.14691  0.172
H: 2.30905 -0.20574 0.62060  0.255
H: 1.49202 1.31435 0.96292  0.219
H: -1.25250 1.02527 1.56027  0.439
O: -0.15382 0.37532 2.79721  -0.811
H: 0.31983 1.21286 2.84626  0.459

## Properties
Structure (SMILES)   CNC[C@@H](CC(=O)O)OC
Frontier orbital gap   9.4 eV
HOMO level   -0.32130 Eh


iii | A cluster of 2 separate species, C6H13NO3 in total. Source: the OMol25 dataset; level of theory: the ωB97M-V functional and the def2-TZVPD basis.

Each line ends with the natural charge from an NBO analysis.
Cartesian coordinates (Å):
C: -2.49600 -0.10699 0.38233  -0.261
C: 0.76778 -0.32131 2.29344  -0.735
C: -0.06729 -0.82874 1.15775  0.828
O: -1.28814 0.34941 0.94501  -0.631
O: -0.38460 -1.98125 0.99395  -0.516
H: -3.32833 0.32419 0.95233  0.189
H: -2.60820 0.24171 -0.65407  0.145
H: -2.60599 -1.19886 0.41506  0.187
H: 1.82487 -0.44563 2.05229  0.264
H: 0.54404 -0.89786 3.19215  0.256
H: 0.60231 0.74491 2.44448  0.252
C: 0.48839 2.15336 -0.76766  -0.410
C: 0.96611 -1.44814 -1.69747  -0.697
N: 0.21952 0.77704 -1.09764  -0.589
C: 1.17718 -0.21787 -0.82141  0.627
O: 2.32048 0.09553 -0.44692  -0.621
H: -0.61390 0.53172 -1.61358  0.399
H: 0.59638 2.24522 0.31341  0.206
H: 1.43954 2.45551 -1.21705  0.207
H: -0.33732 2.77320 -1.11443  0.207
H: 1.59872 -2.25159 -1.31732  0.238
H: 1.26141 -1.22239 -2.72378  0.238
H: -0.07697 -1.77113 -1.67089  0.218

## Properties
Structure (SMILES)   CNC(C)=O.COC(C)=O
Frontier orbital gap   8.8 eV
HOMO level   -0.33667 Eh


Verdict on stability: ii comes out at the bottom.


i | A cluster of 3 separate species, H6O3 in total. Source: the OMol25 dataset; level of theory: the ωB97M-V functional and the def2-TZVPD basis.

Each line ends with the Löwdin spin population.
Cartesian coordinates (Å):
O: 0.29027 0.65312 -0.62717  0.188
H: -0.26266 -0.12821 -0.63172  0.051
H: -0.24120 1.32071 -0.19348  0.055
O: -2.27248 -0.44352 1.45137  0.389
H: -2.77980 -1.22510 1.23229  0.122
H: -2.93104 0.22371 1.64455  0.130
O: 2.82455 -0.36167 -1.26195  0.053
H: 1.95820 -0.03940 -1.01339  0.008
H: 3.41415 0.00038 -0.60050  0.004

## Properties
2S+1   2
Frontier orbital gap (alpha / beta)   3.1 / 10.7 eV
HOMO level (alpha / beta)   0.03353 / -0.24707 Eh
Net charge   -1


ii | A cluster of 3 separate species, H6O3 in total. Source: the OMol25 dataset; level of theory: the ωB97M-V functional and the def2-TZVPD basis.

Each line ends with the Löwdin spin population.
Cartesian coordinates (Å):
O: 1.37395 -0.50053 -2.30421  0.083
H: 2.09526 -1.04789 -1.99384  0.012
H: 0.93364 -0.20851 -1.50604  0.022
O: 0.82506 -0.61188 0.52300  0.170
H: 0.13052 -0.10174 0.93966  0.047
H: 1.47432 -0.74267 1.21407  0.031
O: -2.01671 0.86047 1.24282  0.394
H: -2.16533 0.86335 0.29723  0.124
H: -2.65074 1.48940 1.58732  0.117

## Properties
2S+1   2
Frontier orbital gap (alpha / beta)   3.0 / 10.8 eV
HOMO level (alpha / beta)   0.03682 / -0.25028 Eh
Net charge   -1


Verdict on stability: ii comes out at the bottom.